ORCA calculation (the ωB97M-V functional and the def2-TZVPD basis) on a cluster of 13 separate species, C66H153O34P7 in total at a distorted geometry.

The calculation puts the highest occupied orbital energy at -9.05 eV. The value obtained for the strongest force on any atom is 4.87 eV/Å. The multiplicity is 1. The calculation puts the LUMO energy at 0.55 eV.

Each line ends with the Mulliken charge.
Cartesian coordinates (Å):
1 H 4.168 -5.087 -3.703  0.469
2 O 1.472 0.875 0.459  0.071
3 H 3.636 -4.163 7.345  0.297
4 C 5.058 0.855 -2.216  0.534
5 H -2.824 -0.281 -2.656  -0.932
6 H -1.953 7.754 -1.411  0.285
7 C 1.043 -5.481 9.030  -0.150
8 H -0.650 8.021 2.127  0.228
9 H -0.821 9.781 0.640  0.243
10 H 1.361 2.615 -3.701  0.296
11 H 5.529 1.312 4.370  0.466
12 C 4.152 0.026 -5.477  -0.707
13 H 2.153 -7.233 0.158  0.502
14 H 1.586 -5.103 9.880  0.406
15 C 3.880 4.760 -6.479  -1.152
16 H 2.837 -1.940 -1.686  0.239
17 H 7.155 -4.218 0.494  0.501
18 H 2.554 -3.498 5.096  -0.026
19 H -0.367 -2.756 -4.964  0.268
20 H 0.345 4.653 2.289  0.099
21 O 3.164 -6.838 6.240  -0.739
22 C 4.058 4.986 -0.295  -0.428
23 H -5.135 6.600 -8.080  0.246
24 H 4.289 0.307 -6.507  0.465
25 C 0.291 -6.160 4.929  1.495
26 H -1.006 3.088 -6.563  0.205
27 H 1.911 0.946 -2.066  -0.911
28 C -1.641 1.408 -7.680  -1.057
29 H -0.633 -6.685 8.695  0.303
30 P 4.498 2.347 -4.249  0.242
31 H -4.273 2.595 2.554  -0.259
32 H 4.206 2.306 4.500  0.515
33 H -5.871 1.173 -4.293  0.278
34 H 2.900 3.954 2.769  0.146
35 C -2.706 2.557 -1.014  0.916
36 H 3.791 -2.008 -5.752  0.546
37 H -0.508 -5.654 -4.621  0.328
38 O 2.182 -2.182 3.162  -0.798
39 H -1.512 3.477 -8.206  0.214
40 H -2.521 1.025 -8.235  0.331
41 H -0.456 -1.998 -2.630  -0.864
42 H 3.627 5.675 -4.560  0.288
43 H -7.141 0.674 -1.084  0.925
44 H -0.329 2.203 -3.609  0.247
45 O -0.542 -0.954 0.292  -0.340
46 H 4.811 2.064 2.902  0.216
47 H 2.215 3.848 -0.938  -0.765
48 H -3.190 5.755 -3.861  0.378
49 H -3.758 2.436 -1.303  0.219
50 O 2.497 -5.747 3.053  -0.112
51 C 3.556 -2.681 -1.552  0.516
52 O 1.216 -8.249 7.084  -0.219
53 O -7.444 -1.906 -0.379  -0.468
54 H 0.678 -3.092 0.858  -0.210
55 C 2.009 -9.509 7.028  -0.341
56 H 5.785 -5.159 0.921  0.158
57 H -8.115 -2.105 2.078  0.226
58 C -3.915 2.554 3.596  0.821
59 H 2.930 -9.322 7.601  0.348
60 O 4.294 -2.948 1.854  0.798
61 H 6.013 -3.479 2.824  0.273
62 H -3.154 8.716 4.099  0.264
63 C -1.690 2.848 -7.325  0.120
64 C -6.173 0.910 -0.655  0.319
65 H 3.402 -1.588 -4.214  -0.095
66 H -7.063 2.461 0.442  0.429
67 H 0.928 -3.764 -4.256  -0.016
68 H -2.154 0.092 -4.271  -0.520
69 C -4.936 1.900 4.472  -1.506
70 H 5.174 4.869 -4.685  0.445
71 C 2.806 -6.646 0.805  -0.209
72 H 3.096 -8.384 2.265  0.214
73 H 2.593 -10.975 5.744  0.463
74 H 4.464 3.903 -6.909  0.267
75 H -2.479 3.531 -0.547  -0.121
76 H -0.734 1.125 -8.167  0.505
77 C 3.109 -3.888 -2.322  1.216
78 H 0.767 2.202 2.446  -0.455
79 H -4.981 0.797 4.373  0.370
80 C 4.391 -4.535 -2.728  -0.809
81 H 4.975 -3.070 6.976  0.343
82 H 3.724 -7.007 4.009  0.262
83 H 0.750 6.612 0.826  0.001
84 H -9.530 -1.070 2.098  0.392
85 H -0.949 3.537 1.757  -0.393
86 C -0.441 -1.465 1.617  -0.173
87 H 4.588 0.008 -2.751  -0.715
88 H -2.928 1.642 0.915  -0.513
89 C -8.449 -1.067 0.204  0.059
90 H -3.635 -4.846 2.596  0.338
91 C 3.044 3.819 1.663  0.044
92 C -2.353 1.520 -0.007  0.108
93 H -0.630 5.742 0.186  -0.131
94 H 0.937 -5.831 1.860  0.540
95 C -1.092 -5.676 4.719  -1.431
96 H -2.202 2.505 -2.034  -0.790
97 C 5.730 -3.098 1.797  -0.662
98 H 0.281 -0.882 2.152  0.653
99 H 0.433 -3.414 -2.235  -0.739
100 H -2.901 6.151 5.709  0.310
101 H -0.697 6.502 -3.860  0.234
102 H -5.427 0.666 -1.415  -0.426
103 H -2.689 8.516 5.832  0.367
104 C -3.299 8.053 4.977  -1.216
105 C 3.532 -7.446 1.875  -1.032
106 C 3.711 0.327 3.750  0.244
107 H -4.528 1.858 -5.394  -0.385
108 O 4.523 2.102 -2.661  0.206
109 H 3.687 -2.854 -0.475  -0.684
110 H -1.783 -3.838 -1.341  -0.205
111 H 2.814 -9.426 4.912  0.123
112 C -6.110 2.267 -0.047  -1.165
113 H 1.066 -5.567 4.329  -0.676
114 H -2.551 0.540 -0.457  -0.271
115 P -5.915 -1.637 -0.133  0.367
116 O -3.114 4.541 1.704  -0.685
117 H -4.375 -4.007 0.173  0.456
118 H -0.901 9.084 -1.656  0.519
119 C -4.358 -3.349 1.027  0.370
120 C -2.345 5.118 -4.127  0.310
121 P -2.762 4.730 3.103  1.633
122 H -3.396 8.594 -7.449  0.358
123 H -2.073 7.150 1.522  0.090
124 H 4.233 6.081 -0.408  0.270
125 H -9.665 -2.485 1.107  0.341
126 H -1.003 -3.290 0.735  -0.202
127 H 1.404 -10.156 7.647  0.377
128 H 0.474 2.928 -2.126  -0.436
129 H -8.026 -0.092 0.424  0.081
130 C 4.168 4.833 -4.999  -0.423
131 O -0.028 7.404 -0.891  -0.456
132 C 4.404 4.425 1.212  -0.783
133 O -1.265 4.483 3.599  -0.553
134 H 6.433 -3.654 -2.541  0.442
135 H 3.529 -0.116 4.760  0.317
136 O -0.897 1.575 0.268  1.474
137 H -3.591 -2.133 -4.790  0.197
138 O -3.671 3.867 4.049  -0.494
139 C 2.205 -9.974 5.608  -0.912
140 C -0.991 5.387 -3.552  -0.153
141 C 5.432 -3.386 -2.879  -0.698
142 C -0.262 6.738 0.432  0.511
143 O 4.356 -0.799 3.037  -0.561
144 O 3.568 1.163 -4.864  0.093
145 O -1.706 -4.920 -3.175  -0.531
146 C -1.501 8.876 0.321  -0.652
147 C 3.707 -3.683 5.269  0.471
148 O 5.867 2.582 -4.781  -0.874
149 O 2.097 4.552 0.909  -0.003
150 H 5.511 -2.976 -3.940  0.178
151 C -2.648 6.716 4.797  -0.175
152 H -0.185 -3.617 2.195  0.612
153 C 0.261 2.683 3.280  -0.568
154 H 0.694 -4.591 8.444  0.189
155 C -0.203 -2.965 1.385  -0.751
156 H -1.849 -6.507 5.036  0.317
157 P 1.917 -6.840 6.920  0.573
158 H -5.523 -0.761 -5.852  0.478
159 C 3.906 -3.288 6.725  -1.474
160 H -1.724 -4.597 -5.342  0.244
161 H 0.981 2.957 4.029  0.397
162 O 0.038 0.243 -1.619  0.852
163 O -3.924 1.068 -3.619  -0.391
164 O 4.856 -2.334 -2.095  -0.395
165 H -5.930 2.240 4.145  0.372
166 H -1.618 0.790 -6.790  -0.055
167 O -5.049 -2.014 -1.299  -0.581
168 H 6.137 -2.116 1.662  0.426
169 O -3.026 3.074 -6.850  -0.083
170 H -4.364 7.968 5.304  0.284
171 H 0.476 -7.241 4.666  0.156
172 O 0.655 -5.938 6.322  -0.206
173 H -4.723 -1.583 -3.565  0.078
174 H 4.603 4.374 -0.993  0.094
175 H 5.242 -0.107 -5.230  0.354
176 H 2.939 2.762 1.503  -0.167
177 H -1.524 6.654 4.773  0.257
178 H -4.848 2.297 5.523  0.364
179 C -4.620 -0.347 -5.351  -0.818
180 C 3.719 -6.514 3.025  0.029
181 H 1.870 5.633 -0.736  0.207
182 O 2.067 -6.218 8.372  -0.416
183 H -2.743 4.170 -3.817  -0.309
184 C 4.619 1.572 3.839  -1.702
185 H 4.624 5.265 1.817  0.438
186 H 5.281 3.719 1.222  0.338
187 O -5.852 -0.111 0.394  0.072
188 H 4.452 -7.798 1.505  0.601
189 C -1.138 8.260 -1.041  -0.706
190 H -0.179 4.854 -4.077  -0.018
191 C -0.389 3.900 2.633  1.149
192 P 0.176 0.416 -0.026  -0.922
193 O -2.298 5.112 -5.572  -0.274
194 H -0.605 2.033 3.606  0.040
195 O -3.086 6.210 3.554  -0.424
196 H -3.839 6.650 -9.204  0.288
197 C -0.051 -6.378 9.521  -1.141
198 H -3.600 7.263 -6.155  0.208
199 C -1.198 7.626 1.228  -0.216
200 H -1.253 -4.781 5.312  0.335
201 H 2.233 -1.137 -5.557  0.309
202 C -0.443 -3.048 -2.788  1.837
203 H 5.415 1.493 -0.215  0.300
204 H 2.111 -4.597 1.349  -1.039
205 H -1.446 -1.333 2.207  -0.109
206 C -4.056 6.528 -8.155  -0.200
207 C -1.059 -4.668 -4.441  -0.711
208 H 4.219 5.707 -6.910  0.415
209 C -3.324 7.454 -7.229  -0.817
210 H -2.241 7.238 -7.236  0.199
211 C -1.745 -3.716 -2.441  0.646
212 H 4.585 -5.892 2.889  -0.109
213 H 2.794 0.615 3.280  0.051
214 H 2.502 -4.552 -1.721  0.840
215 H -0.841 5.134 -2.509  -0.060
216 H -3.053 1.926 3.592  -0.162
217 C 2.521 4.748 -0.385  0.597
218 H 1.016 0.192 -3.417  0.042
219 H 2.544 -3.645 -3.262  -1.315
220 H 3.478 -6.099 0.209  -0.299
221 O -4.817 4.394 -5.579  -0.749
222 C 0.566 2.280 -3.021  -0.280
223 O 3.606 3.680 -4.397  0.057
224 H 3.691 1.186 -0.571  -0.471
225 C -4.877 1.061 -4.712  0.066
226 H 3.250 -2.430 7.007  0.316
227 C -0.165 -3.504 -4.232  -0.125
228 O -3.585 5.194 -7.798  -0.419
229 C 0.970 0.869 -2.570  0.566
230 H -6.078 3.048 -0.833  0.354
231 H -0.684 -5.802 10.196  0.413
232 C 1.985 -5.631 1.721  0.785
233 H 4.675 -5.356 -1.991  0.127
234 C -3.995 -1.222 -4.293  -0.052
235 H -9.249 -0.883 -0.588  0.331
236 H -1.280 -5.529 3.668  0.313
237 H -2.529 9.229 0.338  0.368
238 H 4.677 -0.217 -0.378  -0.721
239 H -2.626 -3.110 -2.829  -0.184
240 C 6.070 -4.148 0.696  -0.747
241 P 3.664 -2.223 3.101  0.801
242 C -8.979 -1.743 1.492  -1.165
243 H 0.294 -7.287 10.147  0.228
244 H 2.858 4.470 -6.589  0.275
245 O -5.529 -2.543 1.101  -0.175
246 H -4.047 -3.267 3.242  0.317
247 H -3.462 -2.779 1.140  -0.170
248 H 5.542 -3.964 -0.264  -0.124
249 H 4.011 -4.707 5.187  0.258
250 H -5.256 2.317 0.575  -0.096
251 C 3.285 -1.201 -5.256  -0.835
252 H -3.875 -0.251 -6.133  0.235
253 C 4.701 0.812 -0.778  0.297
254 H 6.095 0.837 -2.526  0.745
255 H 1.170 -10.086 5.182  0.242
256 O 4.401 -2.845 4.344  -0.517
257 P -3.560 4.453 -6.357  0.659
258 C -4.286 -3.985 2.436  -1.514
259 H -5.315 -4.237 2.729  0.419
260 C -3.106 -0.122 -3.669  1.791